C18H34N5O2 | the ωB97M-V functional and the def2-TZVPD basis

Each line ends with the Mulliken spin population.
Positions of all 59 atoms, in Å:
O1 -1.4113 -5.1226 -0.9785  0.54
O2 4.3711 4.0742 1.8620  0.00
N1 2.2980 -0.2167 -0.1668  0.00
N2 -1.9185 -4.1074 -0.3749  0.40
N3 1.1363 1.0509 -1.7923  0.00
N4 0.6626 1.8331 -0.8449  0.00
N5 1.8368 0.5741 0.7745  0.00
C1 4.0815 3.5037 0.5886  0.00
C2 -3.6739 -3.3149 -1.9109  0.03
C3 1.3995 4.8369 1.0380  0.00
C4 -2.9104 -2.0028 -2.0879  -0.02
C5 0.1839 3.9049 1.1313  0.00
C6 1.0422 1.5882 0.4105  0.00
C7 -1.3138 -1.8933 0.6462  0.04
C8 -3.9810 -5.4085 -0.5805  -0.01
C9 2.0832 4.8550 -0.3451  0.00
C10 1.9445 0.0689 -1.4168  0.00
C11 0.3819 -3.2763 -0.4944  -0.01
C12 -1.4133 -2.2058 -1.8602  0.04
C13 4.3800 3.1216 2.8970  0.00
C14 -3.3963 -4.0015 -0.5722  0.00
C15 -1.0864 -2.8745 -0.5233  -0.02
C16 3.5963 4.5846 -0.3571  0.00
C17 -4.0671 -3.2385 0.5817  0.02
C18 0.5227 2.4664 1.5181  0.00
H1 -3.7277 -5.9417 0.3365  0.00
H2 1.9315 5.8420 -0.7838  0.00
H3 1.2925 2.4779 2.2906  0.00
H4 -0.3437 1.9660 1.9556  0.00
H5 -3.3976 -3.9960 -2.7217  0.01
H6 -0.4212 -1.2854 0.7961  0.01
H7 -3.6234 -5.9947 -1.4234  0.00
H8 -4.7488 -3.1416 -1.9972  0.00
H9 2.1119 4.6132 1.8296  0.00
H10 -3.8786 -2.1686 0.5698  0.00
H11 -0.4779 4.2915 1.9088  0.00
H12 -5.0667 -5.3404 -0.6501  0.00
H13 4.1660 5.4919 -0.1577  0.00
H14 0.6344 -3.7906 0.4338  0.00
H15 2.3356 -0.5718 -2.1970  0.00
H16 -0.8911 -1.2465 -1.9086  0.00
H17 5.0035 3.0598 0.2030  0.00
H18 3.3329 2.7161 0.7150  0.00
H19 4.9167 3.5462 3.7422  0.00
H20 -3.3031 -1.2379 -1.4125  0.00
H21 -5.1476 -3.3654 0.5161  0.00
H22 -3.0723 -1.6232 -3.0983  0.00
H23 1.0307 5.8430 1.2405  0.00
H24 -2.1378 -1.2023 0.4766  0.00
H25 0.9936 -2.3791 -0.5598  0.00
H26 -0.3848 3.9419 0.2040  0.00
H27 -1.0145 -2.8243 -2.6706  0.00
H28 3.3646 2.8735 3.2209  0.00
H29 1.5993 4.1549 -1.0240  0.00
H30 -3.7421 -3.6339 1.5446  -0.01
H31 3.8734 4.2752 -1.3681  0.00
H32 4.8912 2.2037 2.5962  0.00
H33 -1.4992 -2.4290 1.5771  -0.02
H34 0.6514 -3.9241 -1.3259  0.00

Calculated values
- ⟨S²⟩ = 0.754
- 2S+1 = 2
- orbital gap (spin up / spin down) (eV) = 7.189 / 8.342
- electronic energy (Eh) = -1130.36451